Molecular formula: C2H2N4O
Method: DFT, ωB97M-V/def2-TZVPD

Geometry (Å):
C: -0.32 0.25 2.91
C: 0.90 -0.29 0.92
N: -1.26 0.53 3.52
N: 2.32 -0.78 0.52
N: 0.73 0.02 2.18
N: 0.14 -0.13 -0.16
O: 2.50 -1.24 -0.67
H: 0.64 -0.42 -1.03
H: -0.83 0.19 -0.15

SMILES	N#C/N=C(\N)N=O
2S+1	1

These are the Mulliken partial charges, in e, on atoms 1 to 8: C 0.496; C 0.457; N -0.446; N 0.093; N -0.482; N -0.314; O -0.304; H 0.277

Molecular formula: C4H5NO2
Method: DFT, ωB97M-V/def2-TZVPD

Geometry (Å):
C: 1.04 2.66 -0.36
C: 0.91 -0.64 0.88
C: -1.68 -1.74 -0.86
C: 0.83 1.55 0.33
N: 1.43 0.38 0.32
O: 1.06 3.65 -0.95
O: -1.61 -1.62 0.33
H: 1.44 -1.62 0.68
H: -0.06 -0.60 1.30
H: -1.62 -2.72 -1.32
H: -1.82 -0.94 -1.45
H: 0.09 1.64 1.09

SMILES	C=NC=C=O.C=O
2S+1	1

These are the Mulliken partial charges, in e, on atoms 1 to 8: C 0.666; C -0.430; C -0.106; C -0.335; N -0.474; O -0.339; O -0.405; H 0.295

Molecular formula: C16H16ClNO3S
Method: DFT, ωB97M-V/def2-TZVPD

Geometry (Å):
O: -5.80 2.23 0.20
O: 2.43 0.28 1.87
Cl: 0.06 -3.46 -1.34
O: 3.12 -1.52 0.77
S: -3.78 2.73 1.87
C: -4.70 1.91 0.69
C: 2.14 -0.66 1.15
C: -4.01 0.69 0.26
C: -2.81 0.40 0.93
C: 1.20 -0.85 -3.89
C: 1.50 0.28 -3.18
C: 0.68 -1.99 -3.35
C: 1.47 0.28 -1.81
C: 0.61 -2.00 -1.99
C: 1.01 -0.88 -1.14
N: -0.36 0.10 0.75
C: 4.38 -1.45 1.42
C: -1.72 -0.52 0.54
C: -0.15 1.34 1.46
C: -1.34 2.27 1.61
C: 0.79 -0.78 0.40
C: -2.49 1.42 1.98
H: -4.33 0.19 -0.63
H: 1.23 -0.84 -4.93
H: 1.91 1.07 -3.71
H: 0.53 -2.78 -4.19
H: 1.68 1.15 -1.26
H: 4.79 -0.39 1.43
H: 4.20 -1.80 2.46
H: 5.09 -2.05 0.94
H: -1.79 -1.53 1.10
H: -1.72 -0.79 -0.52
H: 0.68 1.91 0.99
H: 0.05 1.03 2.48
H: -1.11 3.10 2.34
H: -1.49 2.75 0.60
H: 0.43 -1.80 0.75
H: -2.33 0.97 2.96

SMILES	COC(=O)[C@H](c1ccccc1Cl)N1CC[C@H]2SC(=O)C=C2C1
2S+1	1

These are the Mulliken partial charges, in e, on atoms 1 to 8: O -0.619; O -0.577; Cl -0.221; O -0.271; S -0.232; C 0.377; C 0.249; C -0.544

Molecular formula: FH2O3PS
Method: DFT, ωB97M-V/def2-TZVPD

Geometry (Å):
O: 0.65 -0.76 1.00
O: 0.03 1.20 -0.34
O: -1.66 0.21 1.29
F: -2.76 -0.52 1.21
P: -0.52 -0.21 0.04
S: -1.21 -0.95 -1.64
H: 1.26 -1.49 0.86
H: -0.56 1.84 -0.71

SMILES	OP(O)(=S)OF
2S+1	1

Which charges does Mulliken predict for the atoms? In e, they are: O -0.473; O -0.425; O -0.128; F -0.088; P 0.763; S -0.342; H 0.365; H 0.328

Molecular formula: C5H10NO2
Method: DFT, ωB97M-V/def2-TZVPD

Geometry (Å):
O: 0.66 2.51 0.03
C: 0.71 1.27 0.51
C: -0.19 0.35 -0.33
N: 0.70 -0.82 -0.77
C: -0.23 -2.12 -0.86
C: -1.57 -1.60 -0.37
C: -1.35 -0.28 0.40
O: 1.30 0.84 1.45
H: 0.95 3.19 0.68
H: -0.68 0.94 -1.16
H: 1.21 -0.54 -1.66
H: 1.43 -0.93 -0.04
H: -0.14 -2.52 -1.84
H: 0.20 -2.92 -0.08
H: -2.29 -1.46 -1.20
H: -1.98 -2.37 0.47
H: -1.10 -0.46 1.63
H: -2.37 0.30 0.53

net charge	+1
SMILES	O=C(O)[C@@H]1CCC[NH2+]1
2S+1	1

These are the Mulliken partial charges, in e, on atoms 1 to 8: O -0.424; C 0.276; C 0.152; N -0.235; C -0.579; C -0.418; C -0.747; O -0.488

Molecular formula: C4H8O2
Method: DFT, ωB97M-V/def2-TZVPD

Geometry (Å):
C: -0.24 -1.76 0.40
C: 0.78 0.31 -1.11
C: 1.46 1.42 -0.38
O: -0.44 -0.34 0.39
C: -1.69 0.13 0.58
O: -2.02 1.23 0.23
H: 0.82 -1.90 0.18
H: -0.51 -2.18 1.37
H: -0.82 -2.22 -0.41
H: -0.10 0.77 -1.61
H: 0.85 2.26 -0.02
H: 2.13 1.80 -1.16
H: 2.11 1.06 0.43
H: -2.35 -0.58 1.10

2S+1	1

These are the Mulliken partial charges, in e, on atoms 1 to 8: C -0.798; C -0.272; C -0.788; O -0.142; C 0.124; O -0.413; H 0.325; H 0.335

| no. | E (a.u.) | gap between HOMO and LUMO (eV) |
| --- | --- | --- |
| 1 | -371.54890 | 7.68 |
| 2 | -360.52974 | 9.00 |
| 3 | -1758.05961 | 8.57 |
| 4 | -1066.27344 | 9.73 |
| 5 | -401.48277 | 11.90 |
| 6 | -307.52571 | 8.79 |